ORCA calculation (wB97M-V/def2-TZVPD) on C3H7CaO2 as an isolated structure at a distorted geometry.

Calculated values
2S+1: 2
Lowest unoccupied orbital energy (alpha / beta): 0.4581 / 0.2251 eV
Gap between HOMO and LUMO (alpha / beta): 4.88 / 9.48 eV
Relative energy (zero: lowest compared OMol25 entry of this formula, charge and spin): 15.64 kcal per mole
Net charge: 0
HOMO energy (alpha / beta): -4.42 / -9.25 eV

Geometry (Å):
C -0.016 -0.882 1.821
O -0.161 -0.354 0.501
C 0.704 0.655 0.157
C 1.189 0.792 -1.072
H -1.001 -0.823 2.297
H 0.302 -1.932 1.776
H 0.710 -0.285 2.387
H 0.937 1.331 0.984
H 1.218 -0.058 -1.758
Ca -1.425 -1.415 -1.109
O -1.726 0.137 -2.349
H 1.122 1.797 -1.594
H -1.854 1.036 -2.041

Löwdin population analysis, charges in e, atoms 1 to 8: -0.089 -0.390 -0.261 0.012 0.088 0.084 0.095 0.120